# C22H49N2O2P3Tl

A molecular structure, C22H49N2O2P3Tl (ωB97M-V/def2-TZVPD, the Open Molecules 2025 dataset).

## Properties
total charge = +3
gap between HOMO and LUMO = 4.745 eV
energy relative to the best compared isomer or geometry (same formula, charge and spin) = 11.3 kcal/mol
E_HOMO = -13.62 eV
lowest unoccupied orbital energy = -8.9 eV
E_tot = -63217.388 eV

Positions of all 79 atoms, in Å:
Tl  -1.70196  0.06449  -1.22567
P  2.67610  1.22752  -0.11425
P  -1.73432  3.60093  -1.73162
P  2.43581  -0.22307  -1.77093
H  -1.26426  -4.29914  -1.31149
C  -0.42938  -4.76998  -0.78262
C  -0.12424  -4.38206  0.46377
H  -0.74779  -3.65064  0.98772
C  1.10664  1.66449  0.64681
C  3.44944  2.73316  -0.73298
C  3.70145  0.49633  1.17861
C  -3.07335  3.02865  -2.79440
C  -2.24474  5.15550  -0.99442
C  -0.25726  3.83015  -2.72866
C  1.86961  -1.79048  -1.08364
C  4.07186  -0.42250  -2.51065
C  1.29416  0.26933  -3.07513
H  0.12804  -5.55578  -1.30070
H  0.72105  -4.82050  1.00721
H  0.55414  0.77721  0.99430
H  0.48082  2.22998  -0.05630
H  1.30726  2.30913  1.51737
H  2.71288  3.37445  -1.23799
H  4.26238  2.49859  -1.43432
H  3.86624  3.27704  0.12675
H  3.18307  -0.34196  1.66824
H  3.90014  1.27754  1.92764
H  4.65621  0.14257  0.76518
H  -3.31994  3.81577  -3.52142
H  -3.97040  2.82140  -2.19310
H  -2.79381  2.11894  -3.34824
H  -2.35800  5.93313  -1.76362
H  -1.49846  5.48450  -0.25946
H  -3.20900  5.01783  -0.48553
H  -0.21965  4.85976  -3.11233
H  -0.24546  3.13989  -3.58514
H  0.64419  3.66165  -2.12155
H  1.44681  -2.41620  -1.88664
H  1.09216  -1.66228  -0.31408
H  2.71885  -2.32744  -0.63501
H  3.95111  -1.02434  -3.42367
H  4.74889  -0.94551  -1.82086
H  4.50919  0.54945  -2.78158
H  1.80753  0.16299  -4.04180
H  0.97394  1.31696  -2.96820
H  0.40742  -0.38503  -3.09148
C  -2.17740  -2.34354  -3.27771
C  -3.16645  -1.57384  -3.97772
C  -3.27924  -1.66130  -5.35684
C  -2.48895  -2.56150  -6.08433
C  -1.55216  -3.36548  -5.41605
C  -1.38792  -3.26119  -4.04298
O  -1.98896  -2.18690  -1.99549
H  -1.46474  2.62208  -0.71269
H  -3.79354  -0.89531  -3.39316
H  -4.00905  -1.03883  -5.88179
H  -2.61953  -2.63170  -7.16770
H  -0.93968  -4.08839  -5.95779
H  -0.65115  -3.86369  -3.50873
C  0.98527  -2.38433  3.11568
N  -0.11328  -1.57962  3.61212
C  -0.65417  -1.95506  4.90980
C  -0.87133  -0.90464  2.68592
O  -0.69204  -1.04798  1.45067
N  -1.83372  -0.05055  3.18741
C  -1.59167  0.71688  4.40394
C  -2.71106  0.57514  2.21515
H  0.64351  -3.25950  2.54457
H  1.56775  -2.72037  3.98039
H  1.62778  -1.77830  2.46455
H  -0.26452  -1.30532  5.70679
H  -1.74924  -1.89522  4.90392
H  -0.34848  -2.98404  5.13205
H  -1.96100  1.73879  4.25368
H  -2.13592  0.28542  5.25600
H  -0.52061  0.75935  4.64836
H  -2.18876  1.35059  1.62604
H  -3.11022  -0.18533  1.53234
H  -3.53679  1.04720  2.75838

---

# C10H16

2 unconnected molecules or ions with the total composition C10H16 (ωB97M-V/def2-TZVPD, the Open Molecules 2025 dataset).

## Properties
total charge = +1
gap between HOMO and LUMO (alpha / beta) = 9.595 / 5.525 eV
energy relative to the best compared isomer or geometry (same formula, charge and spin) = 58.5 kcal/mol
multiplicity = 2
E_HOMO (alpha / beta) = -13.99 / -13.98 eV
lowest unoccupied orbital energy (alpha / beta) = -4.4 / -8.5 eV
E_tot = -10618.336 eV

Positions of all 26 atoms, in Å:
C  0.16396  2.05405  -2.20754
C  -1.12714  1.94990  -2.99851
H  1.01983  1.40982  -2.52957
H  0.66412  3.16658  -2.38334
H  -0.06048  2.02491  -1.23479
H  -1.49411  3.04767  -3.19429
H  -1.98243  1.41360  -2.52056
H  -0.94355  1.60291  -4.08581
C  -0.60380  -0.10095  2.49521
C  0.50388  0.24654  3.33447
C  -0.17527  -0.77458  1.19248
C  -0.45328  -2.17503  1.02899
C  0.45212  -0.08695  0.25076
C  0.07429  -2.89155  -0.01925
C  0.82599  -0.86629  -0.92566
C  0.77295  -2.24205  -1.06857
H  -1.31105  -0.86707  2.98504
H  -1.19570  0.82687  2.42167
H  1.56477  0.37181  2.83345
H  -1.04166  -2.69273  1.75906
H  0.95609  0.90208  0.31381
H  -0.00657  -4.00229  0.03991
H  1.24044  -0.29361  -1.68694
H  1.26955  -2.80412  -1.88237
H  0.48736  -0.45240  4.09051
H  0.39967  1.23284  3.99184

---

# C9H19N3O4

C9H19N3O4 in the gas phase (ωB97M-V/def2-TZVPD, the Open Molecules 2025 dataset).

## Properties
gap between HOMO and LUMO = 9.921 eV
energy relative to the best compared isomer or geometry (same formula, charge and spin) = 7.0 kcal/mol
E_HOMO = -9.38 eV
lowest unoccupied orbital energy = 0.5 eV
E_tot = -22301.790 eV
SMILES string = NCCCC[C@H](NC(=O)[C@@H](N)CO)C(=O)O

Positions of all 35 atoms, in Å:
N  3.19968  -2.08845  -1.37065
C  4.06951  -1.28108  -0.47550
C  3.22441  -0.73910  0.63366
C  2.18380  0.17542  0.02509
C  1.41426  0.85265  1.15308
C  0.17337  1.60719  0.69639
N  -0.82248  0.60669  0.14143
C  -2.08796  0.82002  -0.19344
O  -2.55881  1.93884  -0.38498
C  -2.93689  -0.44934  -0.33570
N  -2.29162  -1.60444  0.28709
C  -4.39925  -0.27113  0.08126
O  -5.25548  -1.30143  -0.51049
C  0.58952  2.74244  -0.35394
O  1.69935  3.20488  -0.47566
O  -0.45268  3.30823  -1.01090
H  2.75655  -2.79897  -0.81171
H  3.80286  -2.51074  -2.03681
H  4.62559  -0.51799  -0.96406
H  4.83896  -1.90609  -0.05006
H  3.78040  -0.10507  1.27643
H  2.84131  -1.59950  1.24471
H  2.57509  1.05372  -0.53317
H  1.48062  -0.34353  -0.65424
H  2.08116  1.60290  1.58725
H  1.08578  0.19747  1.93759
H  -0.24896  2.16590  1.61815
H  -0.46537  -0.35484  0.17423
H  -3.00199  -0.58088  -1.41752
H  -2.60863  -2.41150  -0.19611
H  -2.53463  -1.66329  1.29086
H  -4.48835  -0.34276  1.18164
H  -4.72723  0.77509  -0.25385
H  -6.20907  -1.07397  -0.44557
H  -1.33282  2.89265  -0.85449

---

# C20H57ClN3O13

8 unconnected molecules or ions with the total composition C20H57ClN3O13 (ωB97M-V/def2-TZVPD, the Open Molecules 2025 dataset).

## Properties
total charge = -1
gap between HOMO and LUMO = 8.270 eV
E_HOMO = -5.80 eV
lowest unoccupied orbital energy = 2.5 eV
E_tot = -65262.461 eV

Positions of all 94 atoms, in Å:
Cl  1.47151  -1.04433  0.94934
O  1.44931  0.39221  1.06680
O  1.00242  -1.67202  2.14098
O  0.62947  -1.58613  -0.09237
O  2.82537  -1.39801  0.58984
C  -2.11225  2.74510  4.11303
O  -2.18428  1.38348  4.32027
C  -0.92045  0.84794  4.51733
C  -0.99354  -0.60085  4.95077
N  -1.63069  -1.49490  4.01730
C  -1.53341  -2.90756  4.33840
C  -2.04600  -3.77677  3.16661
O  -3.32227  -3.13518  2.70525
C  -3.92392  -3.73498  1.59402
H  -3.06159  3.25807  3.93875
H  -1.59588  2.99032  3.18298
H  -1.86115  3.26869  5.03837
H  -0.28276  1.37565  5.22986
H  -0.39977  0.87723  3.55621
H  -1.53028  -0.64563  5.89984
H  0.07478  -0.78258  5.10043
H  -1.14400  -1.50335  3.13089
H  -2.07248  -3.02581  5.27934
H  -0.55581  -3.39702  4.39704
H  -2.34995  -4.73734  3.58457
H  -1.34003  -3.81349  2.33676
H  -3.77536  -4.80546  1.76176
H  -3.32046  -3.53893  0.70473
H  -4.97516  -3.47049  1.49371
C  -1.05780  -0.20140  -3.17363
O  -2.18479  -1.00443  -2.89050
C  -1.95346  -2.36338  -2.95477
C  -2.36469  -3.00299  -4.31333
N  -1.51120  -2.72763  -5.43101
C  -2.06174  -3.05072  -6.77160
C  -1.63078  -1.90660  -7.78075
O  -2.33810  -0.74488  -7.77665
C  -1.79025  0.14092  -6.75444
H  -0.37526  -0.16699  -2.32311
H  -1.41652  0.80131  -3.40516
H  -0.44742  -0.55405  -4.00641
H  -2.50058  -2.85619  -2.14953
H  -0.91152  -2.60793  -2.73520
H  -3.39750  -2.73518  -4.53614
H  -2.31713  -4.07878  -4.11941
H  -0.61808  -3.19369  -5.36188
H  -3.14728  -3.14170  -6.74469
H  -1.61113  -4.00797  -7.03856
H  -1.81210  -2.26611  -8.79713
H  -0.54721  -1.76779  -7.77850
H  -1.81880  -0.51069  -5.88298
H  -2.42729  1.00835  -6.58129
H  -0.83386  0.54636  -7.08610
C  2.98508  2.01755  3.25080
C  2.66216  3.55848  3.30400
C  1.46390  3.94394  2.33112
O  1.10886  5.26699  2.59911
C  0.13190  5.86913  1.74446
N  2.28802  3.98707  4.63387
H  3.21885  1.57970  2.28037
H  2.13043  1.44521  3.61306
H  3.84191  1.75293  3.87149
H  3.57202  4.10268  3.04277
H  0.69017  3.23839  2.64470
H  1.69707  3.59706  1.32375
H  0.07630  6.88172  2.14351
H  -0.86462  5.43220  1.83366
H  0.32557  5.89101  0.67127
H  1.68981  4.77697  4.42714
H  3.13407  4.40652  4.99591
C  -2.29040  0.45848  0.34145
O  -2.00831  -0.41178  1.37450
H  -1.89200  0.06339  -0.59350
H  -3.35719  0.67360  0.28753
H  -1.71238  1.35015  0.59772
H  -1.20958  -0.91016  1.18437
C  5.96978  -1.93295  1.36059
O  5.70929  -0.53677  1.50275
H  7.00018  -2.08003  1.68331
H  5.32971  -2.67592  1.83729
H  5.89393  -2.10010  0.28450
H  4.78154  -0.37845  1.30268
C  1.58530  3.30020  -1.54522
O  2.74147  3.54540  -2.37535
H  1.16628  4.16969  -1.04106
H  0.76212  2.97875  -2.18657
H  1.89657  2.43777  -0.95597
H  2.69761  2.76979  -2.94162
C  3.11094  -0.83809  -2.79562
O  2.20960  0.16473  -2.31694
H  2.99669  -1.81265  -2.31944
H  2.80423  -1.06311  -3.81866
H  4.16557  -0.56183  -2.80877
H  2.05068  -0.03335  -1.38894